(1)
Below is a molecular structure, C50H52BrN4O5PbSbSi at a distorted geometry, with properties calculated with the ωB97M-V functional and the def2-TZVPD basis.

The geometry in XYZ format:
```
115
C50H52BrN4O5PbSbSi (the ωB97M-V functional and the def2-TZVPD basis)
Pb -0.07 -0.87 -0.08
O -3.76 5.22 -3.60
C -2.57 5.01 -3.90
O -1.90 5.42 -4.86
C -1.79 4.09 -2.90
C -2.46 3.42 -1.89
C -1.73 2.67 -0.96
N -0.41 2.52 -1.07
C 0.23 3.13 -2.07
C -0.42 3.96 -2.98
C 1.69 2.90 -2.18
C 2.30 2.86 -3.44
C 3.66 2.63 -3.53
C 4.38 2.45 -2.36
C 3.70 2.53 -1.16
N 2.39 2.75 -1.06
C -2.39 2.07 0.23
C -3.77 2.24 0.42
C -4.36 1.81 1.59
C -3.58 1.19 2.55
C -2.24 1.01 2.26
N -1.66 1.43 1.15
H -3.53 3.52 -1.85
H 0.11 4.51 -3.75
H 1.70 3.00 -4.33
H 4.15 2.59 -4.49
H 5.44 2.23 -2.38
H 4.23 2.40 -0.22
H -4.38 2.72 -0.34
H -5.42 1.97 1.76
H -3.99 0.85 3.49
H -1.58 0.50 2.96
Br -1.28 -0.26 -3.68
C 0.44 -1.05 -3.65
C 1.02 -1.37 -4.87
C 2.29 -1.92 -4.85
C 2.94 -2.07 -3.63
C 2.28 -1.71 -2.47
N 1.02 -1.25 -2.48
C 3.07 -1.76 -1.14
O 4.26 -2.09 -1.24
O 2.45 -1.43 -0.09
H 0.49 -1.19 -5.79
H 2.78 -2.22 -5.77
H 3.95 -2.44 -3.55
C 3.86 2.03 2.94
C 3.80 0.51 2.93
Sb 1.79 -0.27 2.53
C 0.94 0.43 4.46
C 1.80 0.49 5.72
C 2.27 -2.32 3.12
C 3.21 -2.57 4.29
H 4.88 2.38 3.13
H 3.22 2.43 3.73
H 3.52 2.45 2.00
H 4.15 0.10 3.88
H 4.44 0.10 2.13
H 0.07 -0.20 4.65
H 0.56 1.43 4.23
H 2.07 -0.50 6.07
H 1.26 1.00 6.53
H 2.73 1.05 5.55
H 2.70 -2.73 2.20
H 1.32 -2.81 3.29
H 4.16 -2.05 4.17
H 3.43 -3.64 4.36
H 2.77 -2.26 5.24
O -2.47 -0.96 -0.58
Si -3.75 -1.83 -0.82
C -3.48 -3.32 -1.97
C -2.22 -3.49 -2.54
C -1.95 -4.50 -3.45
C -2.96 -5.38 -3.82
C -4.22 -5.25 -3.24
C -4.47 -4.24 -2.33
C -4.47 -2.53 0.80
C -5.09 -1.66 1.70
C -5.45 -2.07 2.98
C -5.20 -3.37 3.38
C -4.62 -4.26 2.49
C -4.26 -3.84 1.22
C -5.16 -0.82 -1.60
C -6.50 -1.20 -1.55
C -7.49 -0.43 -2.15
C -7.16 0.77 -2.77
C -5.83 1.18 -2.80
C -4.85 0.39 -2.23
H -1.43 -2.82 -2.22
H -0.96 -4.60 -3.88
H -2.77 -6.15 -4.55
H -5.01 -5.95 -3.52
H -5.46 -4.16 -1.89
H -5.28 -0.64 1.39
H -5.91 -1.37 3.67
H -5.47 -3.69 4.39
H -4.42 -5.29 2.80
H -3.79 -4.55 0.54
H -6.78 -2.11 -1.03
H -8.53 -0.75 -2.12
H -7.92 1.38 -3.24
H -5.56 2.12 -3.27
H -3.81 0.70 -2.25
C 0.74 -4.64 -0.74
C 0.35 -4.30 0.70
C -0.29 -5.55 1.34
C -0.59 -3.10 0.78
H 1.51 -5.42 -0.75
H 1.14 -3.76 -1.24
H -0.13 -5.00 -1.29
H 1.26 -4.08 1.25
H -1.21 -5.81 0.82
H -0.52 -5.37 2.39
H 0.39 -6.41 1.28
H -0.86 -2.94 1.83
H -1.52 -3.35 0.27
```

Summary:
Net charge: -2
LUMO level in eV: 4.03
E_tot in a.u.: -5828.527264
HOMO energy in eV: -2.3

=====

(2)
Below is a molecular structure, C18H13BrClN3O6Pt at a distorted geometry, with properties calculated with the ωB97M-V functional and the def2-TZVPD basis.

The geometry in XYZ format:
```
43
C18H13BrClN3O6Pt (the ωB97M-V functional and the def2-TZVPD basis)
Pt 0.15 -0.26 0.59
C 0.99 -3.14 2.94
C 0.33 -3.25 1.62
N 0.04 -2.26 0.79
C -0.54 -2.82 -0.33
C -0.60 -4.17 -0.17
N -0.05 -4.41 1.06
C -1.11 -5.29 -1.00
O -1.59 -4.99 -2.18
O -1.06 -6.42 -0.55
C -0.93 -1.91 -1.44
O -1.44 -2.37 -2.46
O -0.70 -0.67 -1.20
H 1.75 -2.37 2.91
H 1.46 -4.09 3.21
H 0.27 -2.89 3.72
H 0.03 -5.34 1.44
H -1.55 -3.99 -2.37
Cl -2.00 4.08 5.82
C -1.55 3.76 4.17
C -1.78 2.50 3.64
C -1.53 2.32 2.28
C -0.67 3.17 1.60
C -0.30 4.36 2.23
C -0.77 4.69 3.49
C -0.08 2.86 0.24
O 0.09 3.78 -0.53
O 0.29 1.64 -0.03
H -2.61 1.95 4.07
H -1.86 1.40 1.80
H 0.35 5.04 1.69
H -0.52 5.64 3.94
Br 3.62 3.14 3.49
C 2.15 1.96 3.50
C 1.27 1.93 4.56
C 0.14 1.11 4.48
C 0.17 0.13 3.50
N 0.92 0.26 2.40
C 1.92 1.16 2.39
H 1.40 2.61 5.39
H -0.31 0.83 5.42
H -0.61 -0.62 3.43
H 2.48 1.25 1.48
```

Summary:
Net charge: 0
LUMO level in eV: -0.97
E_tot in a.u.: -4463.046843
HOMO energy in eV: -9.1

=====

(3)
Below is a molecular structure, C30H28AlBrN5O7P, with properties calculated with the ωB97M-V functional and the def2-TZVPD basis.

The geometry in XYZ format:
```
73
C30H28AlBrN5O7P (the ωB97M-V functional and the def2-TZVPD basis)
Al -0.39 -1.24 0.23
Br 5.16 -5.86 -1.18
C 3.94 -4.46 -0.86
C 4.39 -3.14 -0.81
C 3.51 -2.11 -0.58
C 2.15 -2.35 -0.39
O 1.33 -1.33 -0.18
C 1.70 -3.68 -0.43
C 0.32 -4.03 -0.25
N -0.62 -3.19 0.01
C -1.98 -3.60 0.14
C -2.45 -4.86 0.37
C -3.85 -5.09 0.44
C -4.74 -4.06 0.28
C -4.27 -2.74 0.07
C -5.10 -1.62 -0.09
C -4.55 -0.38 -0.28
C -3.16 -0.25 -0.28
N -2.35 -1.28 -0.14
C -2.88 -2.53 0.02
C 2.61 -4.73 -0.67
H 5.44 -2.94 -0.94
H 3.87 -1.09 -0.52
H 0.07 -5.09 -0.35
H -1.78 -5.69 0.51
H -4.20 -6.09 0.62
H -5.80 -4.25 0.33
H -6.18 -1.74 -0.07
H -5.17 0.50 -0.40
H -2.69 0.72 -0.37
H 2.25 -5.75 -0.71
O -0.31 -0.03 -1.69
O -1.18 0.24 -2.91
C 1.38 4.10 -1.95
N 2.31 2.88 -1.85
C 2.90 2.61 -3.25
N 1.86 2.43 -4.20
C 1.00 3.61 -4.24
N 0.38 3.88 -2.94
C -0.65 2.89 -2.58
P 0.13 1.25 -2.54
C 1.54 1.68 -1.38
C 1.11 1.17 -4.07
H 2.01 4.94 -2.22
H 0.94 4.25 -0.96
H 3.07 3.09 -1.20
H 3.53 1.72 -3.16
H 3.51 3.47 -3.49
H 0.21 3.45 -4.99
H 1.59 4.47 -4.54
H -1.45 2.91 -3.32
H -1.08 3.13 -1.61
H 2.21 0.83 -1.30
H 1.14 1.88 -0.38
H 0.46 1.05 -4.93
H 1.79 0.32 -4.04
O -0.41 -1.28 2.13
C -0.36 -0.01 2.14
O -0.40 0.53 0.96
C -0.23 0.78 3.36
C 0.03 0.12 4.56
C 0.17 0.83 5.75
C 0.01 2.20 5.67
O 0.10 3.09 6.67
C -0.22 4.38 6.11
O -0.34 4.19 4.69
C -0.26 2.85 4.47
C -0.38 2.18 3.29
H 0.13 -0.95 4.55
H 0.38 0.34 6.69
H 0.59 5.07 6.32
H -1.17 4.72 6.52
H -0.60 2.68 2.36
```

Summary:
Net charge: +2
LUMO level in eV: -5.58
E_tot in a.u.: -5117.926624
HOMO energy in eV: -12.6

=====

(4)
Below is a molecular structure, C7H13Br2Cl2F3N6OP, with properties calculated with the ωB97M-V functional and the def2-TZVPD basis.

The geometry in XYZ format:
```
35
C7H13Br2Cl2F3N6OP (the ωB97M-V functional and the def2-TZVPD basis)
N -1.33 -2.60 1.87
N -1.18 -2.20 0.52
C -0.59 -1.07 0.14
N -0.41 -0.79 -1.16
C 0.23 0.37 -1.18
P 0.88 1.43 -2.54
N 1.83 0.26 -3.31
O -0.45 1.53 -3.46
N 0.42 0.82 0.05
N -0.11 -0.10 0.93
C -0.05 0.13 2.37
C -1.42 0.27 3.04
C -1.30 1.14 4.30
F -0.06 0.97 4.86
Br -2.61 0.56 5.59
C -1.46 2.68 3.99
F -0.23 3.14 3.66
F -2.26 2.84 2.92
Br -2.14 3.72 5.45
H -0.42 -2.82 2.24
H -1.86 -3.46 1.86
H -1.52 -2.79 -0.22
H 2.72 0.67 -3.58
H 2.05 -0.53 -2.70
H -0.33 2.27 -4.08
H 0.88 1.66 0.35
H 0.58 -0.62 2.85
H 0.49 1.07 2.49
H -2.14 0.70 2.35
H -1.81 -0.69 3.35
C 2.69 -1.69 -6.73
Cl 1.91 -2.95 -5.76
Cl 3.83 -0.73 -5.78
H 3.24 -2.17 -7.54
H 1.92 -1.03 -7.12
```

Summary:
Net charge: +1
LUMO level in eV: -2.84
E_tot in a.u.: -7387.429205
HOMO energy in eV: -12.4

=====

(5)
Below is a single C12H11NOS molecule at a distorted geometry, with properties calculated with the ωB97M-V functional and the def2-TZVPD basis.

The geometry in XYZ format:
```
26
C12H11NOS (the ωB97M-V functional and the def2-TZVPD basis)
O 2.26 3.46 0.52
C 2.12 2.06 0.62
C 0.65 1.67 0.84
C 0.46 0.16 0.94
C 0.14 -0.49 -0.37
C 0.99 -0.59 -1.47
C 0.57 -1.40 -2.53
C -0.68 -2.02 -2.53
C -1.55 -1.79 -1.47
C -1.09 -1.05 -0.41
C -1.68 -0.79 0.84
C -2.92 -1.08 1.54
N -2.93 -0.59 2.73
S -1.47 0.14 3.19
C -0.83 -0.16 1.63
H 3.14 3.67 0.17
H 2.52 1.63 -0.30
H 2.69 1.66 1.43
H 0.29 2.09 1.75
H 0.03 2.06 0.02
H 1.29 -0.34 1.39
H 1.95 -0.14 -1.50
H 1.26 -1.65 -3.34
H -0.94 -2.66 -3.34
H -2.54 -2.23 -1.41
H -3.72 -1.61 1.05
```

Summary:
Net charge: 0
LUMO level in eV: 0.61
E_tot in a.u.: -992.029984
HOMO energy in eV: -8.4

=====

(6)
Below is a gas-phase ion, C8H13N2O2 (charge +1) at a distorted geometry, with properties calculated with the ωB97M-V functional and the def2-TZVPD basis.

The geometry in XYZ format:
```
25
C8H13N2O2 (the ωB97M-V functional and the def2-TZVPD basis)
C 4.19 -0.99 0.09
N 2.88 -0.34 -0.06
O 1.89 -1.23 0.05
C 0.70 -0.56 0.05
C 0.78 0.77 0.07
C 2.61 0.98 0.00
O 3.23 1.98 0.01
C -0.23 1.81 -0.04
C -1.42 1.25 0.75
N -2.32 0.40 -0.13
C -1.62 -0.63 -0.88
C -0.59 -1.39 -0.06
H 4.80 -0.32 -0.51
H 4.55 -0.82 1.09
H 4.11 -1.97 -0.29
H 0.21 2.80 0.26
H -0.68 1.89 -1.07
H -0.98 0.72 1.57
H -2.11 2.00 1.18
H -3.04 -0.03 0.66
H -2.86 1.15 -0.79
H -1.12 -0.07 -1.68
H -2.19 -1.41 -1.34
H -0.47 -2.48 -0.30
H -0.96 -1.56 0.95
```

Summary:
Net charge: +1
LUMO level in eV: -3.75
E_tot in a.u.: -572.241001
HOMO energy in eV: -12.1

=====

(7)
Below is 2 unconnected molecules or ions with the total composition C5H12S at a distorted geometry, with properties calculated with the ωB97M-V functional and the def2-TZVPD basis.

The geometry in XYZ format:
```
18
C5H12S (the ωB97M-V functional and the def2-TZVPD basis)
C 0.25 -1.28 2.42
C -0.12 -0.03 2.68
C -0.92 0.81 1.75
H 0.91 -1.91 3.00
H 0.01 -1.71 1.44
H 0.22 0.50 3.57
H -0.46 1.73 1.40
H -1.21 0.24 0.86
H -1.90 0.99 2.22
C -0.53 1.12 -2.22
S 1.03 0.74 -1.40
C 1.33 -0.92 -2.03
H -1.45 0.88 -1.66
H -0.62 0.56 -3.15
H -0.53 2.21 -2.30
H 1.38 -1.69 -1.26
H 0.45 -1.29 -2.58
H 2.15 -0.93 -2.74
```

Summary:
Net charge: 0
LUMO level in eV: 1.00
E_tot in a.u.: -595.837355
HOMO energy in eV: -8.5

=====

(8)
Below is 2 unconnected molecules or ions with the total composition C30H26O2 at a distorted geometry, with properties calculated with the ωB97M-V functional and the def2-TZVPD basis.

The geometry in XYZ format:
```
58
C30H26O2 (the ωB97M-V functional and the def2-TZVPD basis)
C 2.92 -2.92 -0.42
C 1.63 -3.44 -0.53
C 0.58 -2.60 -0.91
C 0.77 -1.20 -0.94
C -0.35 -0.26 -0.94
C -1.30 -0.51 -2.07
C -1.64 0.55 -3.09
C -0.71 1.49 -3.55
C -1.07 2.43 -4.51
C -2.37 2.42 -5.04
C -3.27 1.41 -4.66
C -2.90 0.46 -3.70
O -1.82 -1.62 -2.25
C -0.15 1.14 -0.55
C 0.99 1.57 0.36
C 1.63 0.69 1.22
C 2.65 1.11 2.07
C 2.96 2.48 2.13
C 2.30 3.38 1.29
C 1.32 2.94 0.41
O -0.96 2.03 -0.87
C 2.11 -0.73 -1.00
C 3.17 -1.58 -0.71
H 3.75 -3.58 -0.16
H 1.43 -4.50 -0.36
H -0.40 -3.01 -1.17
H 0.30 1.47 -3.13
H -0.33 3.17 -4.83
H -2.66 3.17 -5.78
H -4.26 1.35 -5.11
H -3.56 -0.35 -3.41
H 1.29 -0.35 1.24
H 3.19 0.38 2.67
H 3.75 2.81 2.81
H 2.56 4.44 1.31
H 0.79 3.63 -0.25
H 2.27 0.32 -1.26
H 4.18 -1.16 -0.71
C -2.55 0.56 1.18
C -1.72 -0.67 1.19
C -2.35 -1.92 0.68
C -0.76 -0.82 2.25
C 0.02 -2.00 2.38
C 0.97 -2.12 3.38
C 1.09 -1.13 4.36
C 0.33 0.04 4.26
C -0.53 0.23 3.19
H -3.03 0.71 2.17
H -1.96 1.46 0.96
H -3.34 0.49 0.42
H -2.46 -2.69 1.47
H -3.34 -1.69 0.26
H -1.76 -2.35 -0.14
H -0.13 -2.82 1.67
H 1.59 -3.02 3.43
H 1.79 -1.25 5.18
H 0.40 0.81 5.03
H -1.06 1.17 3.09
```

Summary:
Net charge: 0
LUMO level in eV: -1.35
E_tot in a.u.: -1309.175260
HOMO energy in eV: -7.7

=====

(9)
Below is a molecular structure, C35H30BrFIN6O8Rh at a distorted geometry, with properties calculated with the ωB97M-V functional and the def2-TZVPD basis.

The geometry in XYZ format:
```
83
C35H30BrFIN6O8Rh (the ωB97M-V functional and the def2-TZVPD basis)
Rh -0.09 0.76 -1.56
C -0.85 0.00 6.39
O -0.45 0.41 5.10
C 0.63 1.24 5.01
C 1.41 1.65 6.08
C 2.48 2.51 5.88
C 2.76 2.99 4.61
C 1.98 2.59 3.53
C 0.93 1.69 3.72
N 0.09 1.28 2.67
C 0.45 0.91 1.41
N 1.76 0.71 1.21
C 2.47 0.59 0.02
C 1.90 0.39 -1.21
C 2.74 0.30 -2.33
C 4.11 0.43 -2.19
C 4.69 0.60 -0.94
C 3.87 0.68 0.17
O 4.31 0.85 1.45
C 5.70 0.88 1.68
N -0.44 0.79 0.47
C -1.83 0.77 0.76
C -2.70 1.66 0.16
C -4.06 1.60 0.41
C -4.57 0.63 1.25
C -3.71 -0.30 1.84
C -2.35 -0.24 1.60
O -1.44 -1.11 2.12
C -1.91 -2.20 2.88
H -1.77 -0.57 6.25
H -1.06 0.86 7.03
H -0.10 -0.64 6.86
H 1.19 1.30 7.08
H 3.07 2.82 6.72
H 3.56 3.69 4.46
H 2.15 3.00 2.55
H -0.85 1.04 2.95
H 2.34 0.79 2.03
H 2.32 0.12 -3.30
H 4.75 0.38 -3.07
H 5.76 0.67 -0.84
H 5.83 1.01 2.75
H 6.18 1.71 1.15
H 6.17 -0.06 1.37
H -2.29 2.40 -0.51
H -4.73 2.32 -0.06
H -5.63 0.57 1.45
H -4.12 -1.07 2.48
H -1.04 -2.80 3.11
H -2.63 -2.80 2.31
H -2.38 -1.86 3.81
F -0.96 1.08 -8.87
C -0.66 0.80 -7.59
C -1.27 1.45 -6.60
N -0.97 1.21 -5.27
C -1.71 1.87 -4.19
C -2.58 0.82 -3.45
O -3.58 0.44 -4.04
O -2.15 0.44 -2.31
C -0.06 0.27 -4.93
O 0.26 0.01 -3.76
N 0.52 -0.41 -5.96
C 0.31 -0.25 -7.34
O 0.90 -0.92 -8.15
H -2.02 2.20 -6.80
H -2.38 2.61 -4.64
H -1.01 2.36 -3.52
H 1.16 -1.15 -5.70
O 1.05 4.40 -0.22
C 0.60 3.55 -0.91
N 0.13 2.74 -1.66
Br 1.40 -5.20 -1.80
C -0.44 -5.07 -1.36
C -1.18 -6.24 -1.31
C -2.53 -6.19 -1.00
C -3.14 -4.97 -0.75
C -2.41 -3.80 -0.81
C -1.05 -3.85 -1.10
I 0.06 -2.05 -1.13
H -0.69 -7.18 -1.51
H -3.09 -7.11 -0.95
H -4.20 -4.93 -0.53
H -2.88 -2.84 -0.63
```

Summary:
Net charge: 0
LUMO level (alpha / beta) in eV: -0.94 / -0.94
E_tot in a.u.: -5364.359487
HOMO energy (alpha / beta) in eV: -8.2 / -8.2

=====

Which value of E_tot does entry 6 give? -572.241001 a.u.

=====

Among the records above, which one has the highest E_tot? C8H13N2O2